Entry 1:
Molecular formula: O5S2
Method: DFT, ωB97M-V/def2-TZVPD

Positions of all 7 atoms, in Å:
O 2.364 0.594 0.001
O -1.524 1.283 0.009
O 0.199 -0.143 1.121
O -1.722 -1.156 -0.005
O 0.195 -0.125 -1.123
S 1.421 -0.462 -0.002
S -0.933 0.010 -0.001

## Properties
* total energy: -31906.0179 eV
* energy relative to the best compared isomer or geometry (same formula, charge and spin): 0.171 eV
* M: 144.1 Da
* maximum force: 1.52 eV/A
* orbital gap: 11.8 eV

Entry 2:
Molecular formula: C41H54BCaN11S3
Method: DFT, ωB97M-V/def2-TZVPD

Positions of all 111 atoms, in Å:
Ca -18.431 12.683 -7.524
C -12.916 12.660 -8.353
C -13.529 11.523 -7.522
C -12.704 10.827 -6.627
C -13.328 9.827 -5.799
N -14.560 9.474 -5.933
N -15.329 10.150 -6.802
B -16.698 9.686 -6.743
N -17.349 9.570 -5.403
N -17.668 8.289 -5.153
C -18.307 8.035 -4.051
C -18.713 9.030 -3.117
C -18.375 10.317 -3.396
C -18.802 11.494 -2.499
C -17.629 10.606 -4.547
S -17.122 12.235 -4.852
C -18.739 6.551 -3.972
C -18.004 5.895 -2.772
C -20.236 6.428 -3.694
C -18.413 5.769 -5.253
N -17.129 8.825 -7.859
N -16.197 7.967 -8.278
C -16.451 7.245 -9.319
C -17.698 7.344 -9.984
C -18.747 8.121 -9.508
C -20.143 8.146 -10.108
C -18.447 8.902 -8.337
S -19.697 9.930 -7.597
C -15.415 6.270 -9.882
C -14.137 6.309 -9.022
C -16.077 4.835 -9.814
C -15.098 6.640 -11.331
C -14.917 11.218 -7.570
S -15.953 11.964 -8.785
C -12.521 9.104 -4.667
C -13.219 7.901 -4.107
C -12.321 10.120 -3.460
C -11.124 8.888 -5.226
H -13.569 12.821 -9.189
H -11.886 12.379 -8.670
H -12.780 13.526 -7.694
H -11.631 11.089 -6.611
H -19.216 8.740 -2.181
H -18.956 12.431 -2.939
H -18.018 11.685 -1.810
H -19.703 11.254 -1.862
H -18.080 6.389 -1.812
H -16.911 5.861 -2.991
H -18.297 4.869 -2.642
H -20.538 6.651 -2.650
H -20.625 5.418 -3.879
H -20.839 7.088 -4.307
H -17.413 5.967 -5.746
H -19.181 5.830 -6.056
H -18.372 4.644 -4.979
H -17.906 6.694 -10.830
H -20.851 8.093 -9.299
H -20.373 7.236 -10.702
H -20.308 8.989 -10.761
H -14.412 6.103 -8.029
H -13.699 7.332 -9.067
H -13.446 5.544 -9.362
H -16.106 4.444 -8.810
H -15.634 4.018 -10.343
H -17.074 4.980 -10.143
H -14.461 7.545 -11.271
H -16.075 6.807 -11.808
H -14.552 5.806 -11.802
H -14.272 8.247 -3.954
H -12.765 7.664 -3.216
H -13.299 7.014 -4.688
H -13.267 10.393 -2.997
H -11.840 11.090 -3.788
H -11.628 9.743 -2.747
H -11.141 8.158 -6.078
H -10.370 8.465 -4.555
H -10.673 9.796 -5.709
N -19.526 15.707 -7.849
C -19.519 15.334 -6.452
C -19.390 16.304 -5.451
C -19.517 15.855 -4.111
C -20.082 14.633 -3.801
C -20.294 13.771 -4.895
N -20.062 14.098 -6.199
C -18.670 16.791 -8.218
C -19.204 17.985 -8.800
C -18.358 19.028 -9.098
C -16.975 18.828 -8.774
C -16.469 17.546 -8.525
N -17.288 16.506 -8.178
H -20.436 15.498 -8.305
H -19.024 17.311 -5.680
H -19.218 16.520 -3.298
H -20.181 14.332 -2.739
H -20.697 12.729 -4.712
H -20.256 18.046 -8.982
H -18.726 20.066 -9.313
H -16.327 19.622 -8.762
H -15.398 17.288 -8.632
N -19.974 12.182 -11.730
C -21.290 11.974 -11.274
C -21.201 12.170 -9.926
N -19.930 12.610 -9.547
C -19.226 12.556 -10.688
H -19.677 12.069 -12.723
H -22.154 11.694 -11.890
H -22.003 12.085 -9.225
H -18.189 12.998 -10.853
C -16.836 15.282 -7.532
H -16.476 15.422 -6.518
H -16.043 14.777 -8.061

## Properties
* total energy: -111403.0556 eV
* energy relative to the best compared isomer or geometry (same formula, charge and spin): 2.895 eV
* M: 848.1 Da
* maximum force: 3.21 eV/A
* orbital gap (spin up / spin down): 3.3 / 3.1 eV

Entry 3:
Molecular formula: C17H38BI2N2O5P2
Method: DFT, ωB97M-V/def2-TZVPD

Positions of all 67 atoms, in Å:
C -0.135 -0.784 2.242
O 0.630 0.054 1.406
C 0.662 1.438 1.808
B -0.384 2.217 0.848
C -0.462 2.109 -0.685
O -1.350 2.972 1.528
C 2.142 1.844 1.957
N 2.588 1.210 3.248
P 4.178 0.947 3.723
O 4.352 0.803 5.179
C 2.321 3.364 2.138
I 2.229 4.396 0.232
C 1.343 4.108 3.063
C 1.630 5.622 3.126
I 1.335 3.423 5.110
P 3.144 0.875 0.639
C 4.591 1.932 0.242
O 2.326 1.039 -0.762
H -1.162 -0.423 2.347
H 0.311 -0.890 3.238
H -0.166 -1.760 1.767
H 0.265 1.490 2.832
H -0.755 1.086 -0.978
H 0.465 2.341 -1.205
H -1.243 2.762 -1.079
H -1.891 2.406 2.080
H 2.118 0.310 3.322
H 4.865 2.052 3.203
H 4.682 -0.179 3.062
H 3.334 3.563 2.489
H 0.325 3.978 2.708
H 2.691 5.831 2.991
H 1.362 6.010 4.107
H 1.026 6.161 2.401
H 5.452 1.297 0.038
H 4.843 2.644 1.027
H 4.373 2.519 -0.649
H 1.901 0.195 -0.955
C -2.501 -2.695 -4.721
C -3.002 -2.388 -3.296
C -3.507 -3.691 -2.660
C -2.403 -4.672 -2.251
C -1.093 -3.960 -1.879
C -1.273 -2.496 -1.467
N -1.893 -1.773 -2.554
O -2.093 -0.414 -2.250
C 0.125 -1.904 -1.263
C -2.021 -2.406 -0.121
C -4.194 -1.447 -3.408
H -2.163 -1.770 -5.190
H -3.290 -3.134 -5.348
H -1.659 -3.389 -4.698
H -4.098 -3.436 -1.777
H -4.206 -4.181 -3.347
H -2.758 -5.262 -1.400
H -2.214 -5.392 -3.052
H -0.594 -4.511 -1.075
H -0.406 -3.982 -2.730
H 0.660 -1.886 -2.215
H 0.698 -2.507 -0.544
H 0.050 -0.886 -0.886
H -1.477 -2.945 0.663
H -3.025 -2.827 -0.177
H -2.111 -1.359 0.172
H -4.982 -1.933 -3.997
H -3.914 -0.517 -3.896
H -4.594 -1.202 -2.424

## Properties
* total energy: -66918.5474 eV
* total charge: -1
* energy relative to the best compared isomer or geometry (same formula, charge and spin): 0.000 eV
* M: 677.1 Da
* maximum force: 0.98 eV/A
* orbital gap: 3.7 eV

Entry 4:
Molecular formula: C4H7NO
Method: DFT, ωB97M-V/def2-TZVPD

Positions of all 13 atoms, in Å:
C -1.600 -0.902 0.102
C -0.181 0.020 -0.224
O -0.910 1.104 0.351
C 1.283 0.359 0.383
C 2.486 -0.072 -0.356
N 3.443 -0.377 -0.933
H -2.589 -0.352 0.257
H -1.761 -1.516 -0.766
H -1.467 -1.448 1.027
H 0.016 0.144 -1.315
H -1.442 1.492 -0.336
H 1.407 0.077 1.429
H 1.317 1.471 0.379

## Properties
* total energy: -7796.0499 eV
* energy relative to the best compared isomer or geometry (same formula, charge and spin): 3.595 eV
* M: 85.1 Da
* maximum force: 3.48 eV/A
* SMILES: C[C@@H](O)CC#N
* orbital gap: 10.4 eV

Entry 5:
Molecular formula: C33H21N6O4ReS2
Method: DFT, ωB97M-V/def2-TZVPD

Positions of all 67 atoms, in Å:
Re -0.039 0.460 -0.418
S -5.527 0.274 -5.583
N -5.644 0.310 -3.978
C -4.407 0.306 -3.517
C -4.031 0.346 -2.112
C -4.945 0.430 -1.068
C -4.463 0.508 0.220
C -3.093 0.479 0.441
N -2.198 0.366 -0.543
C -2.669 0.324 -1.815
C -1.671 0.289 -2.861
N -0.382 0.309 -2.436
C 0.591 0.295 -3.362
C 0.321 0.270 -4.720
C -0.987 0.259 -5.160
C -2.005 0.265 -4.213
C -3.421 0.264 -4.540
N -3.928 0.238 -5.759
H -6.005 0.451 -1.288
H -5.131 0.600 1.067
H -2.703 0.571 1.444
H 1.602 0.299 -2.985
H 1.147 0.267 -5.419
H -1.239 0.249 -6.212
O -0.578 4.129 1.258
C -0.163 3.064 0.862
O -0.447 2.456 -0.242
C 0.877 2.335 1.692
C 1.830 3.108 2.317
C 2.895 2.518 2.948
C 3.092 1.130 2.828
C 4.261 0.515 3.325
C 4.476 -0.823 3.138
C 3.525 -1.576 2.435
C 2.362 -1.002 1.964
C 2.129 0.351 2.162
N 0.896 0.945 1.723
H 1.696 4.180 2.277
H 3.618 3.115 3.493
H 4.993 1.131 3.835
H 5.381 -1.290 3.507
H 3.704 -2.624 2.233
H 1.685 -1.600 1.376
S -2.029 -1.180 3.431
C -1.886 0.385 4.081
C -0.929 1.107 3.447
C -0.308 0.368 2.400
C -0.802 -0.910 2.260
C -0.523 -1.978 1.283
C -0.628 -3.319 1.635
C -0.340 -4.298 0.702
C 0.045 -3.909 -0.572
C 0.115 -2.564 -0.863
N -0.159 -1.605 0.041
H -2.501 0.691 4.915
H -0.660 2.122 3.709
H -0.911 -3.587 2.644
H -0.402 -5.344 0.971
H 0.296 -4.633 -1.335
H 0.412 -2.219 -1.842
C 4.317 0.528 -0.700
C 2.892 0.048 -0.837
O 2.628 -1.124 -1.095
O 1.988 0.965 -0.632
H 5.006 -0.232 -1.055
H 4.522 0.738 0.355
H 4.455 1.458 -1.250

## Properties
* multiplicity: 2
* total energy: -75488.9212 eV
* total charge: +1
* energy relative to the best compared isomer or geometry (same formula, charge and spin): 2.718 eV
* M: 815.9 Da
* maximum force: 0.51 eV/A
* orbital gap (spin up / spin down): 4.7 / 4.7 eV

Entry 6:
Molecular formula: C8H15N2
Method: DFT, ωB97M-V/def2-TZVPD

Positions of all 25 atoms, in Å:
C -1.260 -3.329 -0.155
C -1.495 -1.943 0.342
C -0.315 -1.172 0.657
N 0.940 -1.505 0.428
C 1.977 -0.650 0.712
C 1.974 0.721 0.622
N 0.993 1.513 0.125
C 0.056 1.361 -1.025
C 0.712 2.671 -0.580
C -0.078 3.765 0.232
H -2.195 -3.868 -0.292
H -0.619 -3.327 -1.040
H -0.942 -4.014 0.765
H -2.261 -2.005 1.104
H -1.880 -1.233 -0.491
H -0.369 -0.172 1.035
H 1.287 -2.419 0.084
H 2.925 -1.005 1.035
H 2.732 1.296 0.956
H 0.478 0.951 -1.871
H -0.895 1.138 -0.752
H 1.441 3.100 -1.258
H -0.504 3.146 0.998
H -0.811 4.363 -0.435
H 0.669 4.463 0.692

## Properties
* total energy: -11509.7337 eV
* total charge: +1
* energy relative to the best compared isomer or geometry (same formula, charge and spin): 3.249 eV
* M: 139.2 Da
* maximum force: 4.42 eV/A
* SMILES: CC/C=[NH+]/C=C\N1C[C@H]1C
* orbital gap (spin up / spin down): 7.9 / 7.9 eV

Entry 7:
Molecular formula: C15H24N2O2
Method: DFT, ωB97M-V/def2-TZVPD

Positions of all 43 atoms, in Å:
C -1.446 -3.291 2.024
O -1.185 -1.819 2.143
C -0.007 -1.498 1.382
C 0.329 -0.061 1.664
C -0.491 0.817 0.708
N -0.209 0.701 -0.804
C -1.179 1.077 -1.805
C -1.057 2.288 -2.403
C -1.881 2.716 -3.370
C -2.784 1.816 -3.953
C -2.888 0.492 -3.485
C -2.184 0.141 -2.307
C -2.266 -1.213 -1.631
C 1.284 0.887 -1.040
C 2.104 -0.065 -0.045
N 1.747 0.209 1.346
C 2.549 1.093 2.187
C 3.678 0.226 2.844
O 3.016 -0.904 3.481
H -0.577 -3.952 2.213
H -2.340 -3.634 2.656
H -1.790 -3.519 1.028
H -0.041 -1.697 0.289
H 0.882 -2.051 1.764
H 0.103 0.243 2.708
H -1.557 0.605 0.962
H -0.385 1.887 0.994
H -0.312 3.077 -2.065
H -1.586 3.645 -3.998
H -3.426 2.195 -4.774
H -3.513 -0.277 -3.833
H -1.391 -1.752 -1.908
H -3.049 -1.720 -2.028
H -2.223 -1.145 -0.631
H 1.553 1.898 -0.913
H 1.570 0.672 -2.016
H 3.139 0.210 -0.030
H 2.012 -1.145 -0.378
H 1.914 1.646 2.952
H 3.114 1.803 1.519
H 4.331 0.752 3.533
H 4.262 -0.236 2.069
H 2.175 -1.115 2.950

## Properties
* total energy: -23015.9033 eV
* energy relative to the best compared isomer or geometry (same formula, charge and spin): 6.621 eV
* M: 264.4 Da
* maximum force: 4.28 eV/A
* SMILES: COC[C@@H]1CN(c2ccccc2C)CCN1CCO
* orbital gap: 8.7 eV

Entry 8:
Molecular formula: C9H13Cl4FO6
Method: DFT, ωB97M-V/def2-TZVPD

Positions of all 33 atoms, in Å:
O -38.997 29.742 -15.396
C -38.468 28.705 -15.586
O -38.826 27.830 -16.575
C -37.899 26.764 -16.634
C -37.096 26.906 -15.313
F -35.746 26.902 -15.505
O -37.441 28.191 -14.882
H -38.492 25.851 -16.566
H -37.261 26.622 -17.505
H -37.367 26.116 -14.619
C -32.743 24.705 -18.885
C -33.690 23.559 -18.809
C -33.538 22.704 -17.534
O -34.780 22.787 -16.883
C -35.601 23.649 -17.516
O -36.620 24.077 -17.084
O -35.037 24.077 -18.663
H -32.921 25.368 -19.729
H -31.742 24.291 -19.102
H -32.554 25.247 -17.960
H -33.712 22.968 -19.720
H -32.694 23.046 -16.935
H -33.292 21.678 -17.823
Cl -38.137 23.406 -20.869
C -36.608 22.620 -21.322
Cl -36.516 22.248 -23.034
H -35.824 23.298 -21.006
H -36.544 21.688 -20.772
Cl -32.012 18.152 -20.742
C -33.185 19.176 -21.554
Cl -33.208 20.824 -20.896
H -32.945 19.226 -22.609
H -34.178 18.763 -21.423

## Properties
* total energy: -74636.2313 eV
* M: 378.0 Da
* maximum force: 2.14 eV/A
* SMILES: O=C1OC[C@@H](F)O1.C[C@H]1COC(=O)O1.ClCCl.ClCCl
* orbital gap: 11.4 eV

Entry 9:
Molecular formula: C31H28IN7O5S2V
Method: DFT, ωB97M-V/def2-TZVPD

Positions of all 75 atoms, in Å:
V 1.117 -0.488 -0.033
C -3.265 0.609 -2.765
C -3.070 1.562 -1.614
N -4.231 2.089 -1.132
C -4.179 2.807 -0.011
C -3.038 3.019 0.734
C -3.162 3.646 2.073
O -2.605 4.984 2.104
C -1.792 2.526 0.249
C -0.613 2.712 1.034
N 0.616 2.214 0.811
C 1.634 2.607 1.630
C 1.540 2.890 3.010
C 2.656 3.262 3.753
C 3.909 3.388 3.157
C 4.029 3.126 1.787
C 2.917 2.747 1.061
I 3.021 2.405 -0.997
C -1.848 1.848 -1.015
O -0.596 1.530 -1.464
H -4.317 0.317 -2.767
H -2.652 -0.289 -2.656
H -3.007 1.057 -3.721
H -5.132 3.206 0.343
H -2.648 3.018 2.811
H -4.218 3.688 2.346
H -2.309 5.163 2.999
H -0.719 3.442 1.834
H 0.579 2.766 3.500
H 2.549 3.443 4.818
H 4.777 3.690 3.735
H 4.989 3.219 1.292
O -2.214 -4.346 -0.922
C -3.103 -3.395 -0.572
C -4.452 -3.653 -0.790
C -5.408 -2.727 -0.403
C -5.035 -1.532 0.207
C -3.688 -1.263 0.397
C -2.716 -2.175 0.004
C -1.285 -1.826 0.174
O -0.906 -0.606 0.329
N -0.442 -2.840 0.204
N 0.829 -2.321 0.468
C 1.671 -3.092 1.030
C 2.945 -2.638 1.564
C 3.863 -3.580 2.036
C 5.052 -3.200 2.623
C 5.322 -1.833 2.778
C 4.423 -0.883 2.348
C 3.228 -1.257 1.710
O 2.386 -0.330 1.305
H -1.329 -4.050 -0.586
H -4.728 -4.590 -1.264
H -6.457 -2.939 -0.583
H -5.781 -0.795 0.488
H -3.366 -0.322 0.830
H 1.379 -4.129 1.168
H 3.624 -4.634 1.923
H 5.763 -3.945 2.962
H 6.248 -1.514 3.245
H 4.610 0.177 2.479
C 1.928 -0.932 -5.295
N 2.217 -0.427 -3.956
C 1.599 -1.060 -2.796
N 1.042 -2.357 -3.176
S 2.868 -1.323 -1.474
H 2.590 -0.420 -6.000
H 0.892 -0.765 -5.623
H 2.145 -1.997 -5.336
H 2.045 0.563 -3.920
H 0.119 -2.216 -3.584
H 0.933 -2.898 -2.338
S -0.255 1.367 -4.065
C -0.101 0.758 -2.487
N 0.613 -0.254 -2.010

## Properties
* multiplicity: 4
* total energy: -108731.6268 eV
* total charge: -2
* energy relative to the best compared isomer or geometry (same formula, charge and spin): 0.796 eV
* M: 820.6 Da
* maximum force: 2.30 eV/A
* orbital gap (spin up / spin down): 4.4 / 6.6 eV

Entry 10:
Molecular formula: C13H19P
Method: DFT, ωB97M-V/def2-TZVPD

Positions of all 33 atoms, in Å:
C -0.818 -1.700 -0.022
C 0.285 -0.945 0.235
C 3.462 1.076 0.010
C -2.101 -1.122 -0.583
C 1.192 0.081 0.543
C 0.195 1.108 -0.055
C 2.485 0.069 -0.226
C 3.739 -0.322 0.579
C -3.044 -1.010 0.518
C -2.585 0.208 -0.220
C 4.882 -1.089 0.080
C -4.457 -1.444 0.240
C -1.947 3.009 -0.283
P -1.511 1.446 0.602
H -0.723 -2.754 0.032
H 4.044 1.353 -0.868
H 3.441 1.737 0.873
H -2.400 -1.570 -1.524
H 1.251 0.332 1.677
H 0.333 1.092 -1.181
H 2.157 -0.222 -1.255
H 3.433 -0.284 1.570
H -2.723 -1.086 1.493
H -3.389 0.591 -0.897
H 4.844 -0.932 -1.071
H 4.646 -2.136 0.301
H 5.919 -0.867 0.328
H -4.443 -2.518 0.128
H -4.902 -0.842 -0.596
H -5.075 -1.238 1.116
H -2.908 3.329 -0.086
H -2.069 2.909 -1.386
H -1.213 3.740 -0.072

## Properties
* total energy: -23071.1874 eV
* energy relative to the best compared isomer or geometry (same formula, charge and spin): 6.388 eV
* M: 206.3 Da
* maximum force: 4.75 eV/A
* orbital gap (spin up / spin down): 8.7 / 8.7 eV